C34H32ClN3O7PReS2 as an isolated structure in a non-equilibrium geometry, computed with ωB97M-V with the def2-TZVPD basis set.

Properties
HOMO energy (alpha / beta) (eV): -10.8 / -10.8
Maximum force (eV/A): 1.2
Kohn-Sham gap (alpha / beta) (eV): 6.48 / 6.71
⟨S²⟩: 0.766
ΔE to the lowest compared entry with this formula, charge and spin (kJ/mol): 143.4
Charge: +1
Molecular weight (g/mol): 911.4
Spin multiplicity: 2
LUMO level (alpha / beta) (eV): -4.289 / -4.095
Calculated total energy (eV): -100178.831

Each line ends with the Löwdin spin population.
Element x y z (Å)
Re (-1.4288, 1.2212, -0.4505)  0.84
C (3.1339, -0.1546, -4.5808)  0.00
O (4.0215, -0.5613, -3.5351)  0.00
C (3.7345, -1.8019, -3.0274)  0.00
C (4.4531, -2.9150, -3.4318)  0.00
C (4.1803, -4.1531, -2.8697)  0.00
C (3.2041, -4.2793, -1.8915)  0.00
C (2.5012, -3.1644, -1.4615)  0.00
C (2.7572, -1.9286, -2.0408)  0.00
N (2.1142, -0.7336, -1.6161)  0.00
C (0.7975, -0.5486, -1.4616)  0.00
N (-0.0401, -1.5018, -1.8359)  0.00
C (-1.4488, -1.5315, -1.7555)  0.02
C (-2.2076, -0.5024, -1.2280)  0.00
C (-3.6058, -0.6629, -1.2567)  0.02
C (-4.1853, -1.8081, -1.7555)  0.00
C (-3.4030, -2.8404, -2.2785)  0.02
C (-2.0324, -2.6988, -2.2828)  0.00
O (-1.1442, -3.6127, -2.7681)  0.00
C (-1.6683, -4.8300, -3.2863)  0.00
N (0.3581, 0.6294, -0.9386)  0.01
C (1.3677, 1.6262, -0.6663)  0.01
C (1.8193, 1.8174, 0.6287)  0.00
C (2.7288, 2.8280, 0.8981)  0.00
C (3.1708, 3.6354, -0.1376)  0.00
C (2.7265, 3.4499, -1.4411)  0.00
C (1.8166, 2.4359, -1.7162)  0.00
O (1.3071, 2.1470, -2.9375)  0.00
C (1.6716, 2.9983, -4.0186)  0.00
H (3.5083, 0.7971, -4.9487)  0.00
H (2.1155, -0.0263, -4.2031)  0.00
H (3.1412, -0.8873, -5.3900)  0.00
H (5.2208, -2.7907, -4.1830)  0.00
H (4.7406, -5.0207, -3.1887)  0.00
H (3.0053, -5.2425, -1.4432)  0.00
H (1.7746, -3.2521, -0.6638)  0.00
H (2.7034, 0.0759, -1.4721)  0.00
H (0.3675, -2.3260, -2.2630)  0.00
H (-4.2400, 0.1226, -0.8645)  0.00
H (-5.2618, -1.9127, -1.7561)  0.00
H (-3.8696, -3.7283, -2.6760)  0.00
H (-2.3122, -4.6370, -4.1456)  0.00
H (-2.2260, -5.3683, -2.5183)  0.00
H (-0.8094, -5.4163, -3.5983)  0.00
H (1.4401, 1.1851, 1.4227)  0.00
H (3.0763, 2.9878, 1.9087)  0.00
H (3.8731, 4.4328, 0.0642)  0.00
H (3.0842, 4.0981, -2.2265)  0.00
H (1.1475, 2.6149, -4.8892)  0.00
H (2.7490, 2.9701, -4.1944)  0.00
H (1.3530, 4.0242, -3.8238)  0.00
S (-1.3845, 3.5395, 2.8550)  0.00
P (-1.5303, 1.6733, 3.2248)  0.01
S (-1.6369, 0.2824, 1.5370)  0.01
C (-0.1237, 0.9417, 4.0974)  0.00
C (0.0419, -0.4391, 4.2105)  0.00
C (1.1181, -0.9544, 4.9117)  0.00
C (2.0338, -0.0955, 5.5095)  0.00
C (1.8694, 1.2764, 5.4058)  0.00
C (0.7931, 1.7974, 4.7010)  0.00
C (-3.0197, 1.1416, 4.0814)  0.00
C (-2.9760, 0.6632, 5.3858)  0.00
C (-4.1565, 0.3404, 6.0410)  0.00
C (-5.3732, 0.4898, 5.3956)  0.00
C (-5.4187, 0.9701, 4.0911)  0.00
C (-4.2467, 1.2976, 3.4361)  0.00
H (-0.6727, -1.1209, 3.7656)  0.00
H (1.2401, -2.0254, 4.9991)  0.00
H (2.8724, -0.4994, 6.0606)  0.00
H (2.5766, 1.9462, 5.8763)  0.00
H (0.6602, 2.8676, 4.6073)  0.00
H (-2.0294, 0.5459, 5.8972)  0.00
H (-4.1236, -0.0274, 7.0575)  0.00
H (-6.2915, 0.2366, 5.9082)  0.00
H (-6.3692, 1.0929, 3.5905)  0.00
H (-4.2827, 1.6890, 2.4257)  0.00
O (-2.7300, 4.7678, -1.3134)  0.00
Cl (-2.1867, 3.5301, -0.9827)  0.00
O (-1.8931, 2.6301, -2.1574)  0.00
O (-0.9297, 3.5488, -0.2300)  0.01
O (-3.1117, 2.6334, -0.1924)  0.01

Forces on atoms 1 to 6 (eV/Å):
0.46 -0.65 0.86
0.02 -0.04 -0.03
-0.04 -0.01 0.05
0.05 -0.04 0.00
-0.05 0.04 0.00
-0.01 0.01 0.00